No. 1
17
Properties=species:S:1:pos:R:3 method="wB97M-V/def2-TZVPD" e_homo_ha=-0.514 gap_ev=9.78 charge=+1
S 1.1103 1.3089 0.3238
S -0.0378 -1.3168 1.6079
N -0.7872 -0.2608 -0.6565
C 0.0092 -0.0458 0.3777
C -1.6369 -1.3896 -0.8850
C 2.0087 1.1870 1.8322
C -0.5847 0.4927 -1.9019
H 0.4603 0.6181 -2.2410
H -2.0589 -1.1735 -1.8587
H 1.4450 0.7460 2.6049
H 2.2911 2.1667 2.1069
H -1.0056 -2.2622 -0.9825
H -1.0521 0.0200 -2.8118
H 2.9317 0.5436 1.6323
H 0.3654 -0.6161 2.7837
H -2.3350 -1.4538 -0.1125
H -1.1235 1.4355 -1.8193

=====

No. 2
17
Properties=species:S:1:pos:R:3 method="wB97M-V/def2-TZVPD" e_homo_ha=-0.494 gap_ev=7.92 charge=+1
S -2.9624 -0.2257 0.0408
S -0.4356 -1.7047 -0.1133
N 2.0741 0.6162 -0.3364
C 1.2124 -1.4969 0.5446
C 2.2021 -0.8214 -0.5476
C -1.2667 -0.2890 0.3085
C -3.2859 1.5513 -0.0742
H 1.8518 -1.0811 -1.5286
H 1.2549 -1.0147 1.5190
H -3.0717 1.9183 -1.0565
H 1.6017 -2.4667 0.7293
H 2.4375 1.0508 0.4983
H -0.6499 0.5341 0.5856
H -4.3299 1.7771 0.3444
H 2.6965 1.0879 -1.0828
H 3.1703 -1.3977 -0.3713
H -2.4990 1.9624 0.5399

=====

No. 3
15
Properties=species:S:1:pos:R:3 method="wB97M-V/def2-TZVPD" e_homo_ha=-0.246 gap_ev=4.68 charge=0
O -2.5086 -1.9744 -0.3724
C 0.6177 0.8740 -0.1380
C 1.0167 1.1388 1.3062
C 0.4494 -0.5912 -0.5366
C -0.7239 0.5440 -0.7874
H 1.9220 0.5316 1.5079
H 2.3338 -0.6325 0.4874
H -3.1283 -2.4449 -0.9596
H 0.1392 -1.2393 0.2924
H 1.0742 1.4873 -0.8782
H -1.3093 1.5143 -0.8808
H 0.1379 0.8488 1.9773
H -2.0734 -1.4009 -1.0173
H 0.8151 -0.9238 -1.4691
H 1.2376 2.2682 1.4682

=====

No. 4
15
Properties=species:S:1:pos:R:3 method="wB97M-V/def2-TZVPD" e_homo_ha=-0.329 gap_ev=9.62 charge=0
O 1.0255 -0.1152 1.3192
C -0.9792 0.0336 -0.6398
C 1.6769 -0.5076 -0.9554
C 0.7760 -0.7266 0.2435
C -1.8688 0.3446 0.3705
H -2.5432 -0.4178 0.7555
H 0.3553 -1.7462 0.3208
H -1.0521 0.4890 1.7508
H 2.6392 -0.9907 -0.7476
H -1.1038 -0.9004 -1.1791
H -2.1816 1.3695 0.5492
H -0.2268 0.3256 1.8570
H -0.5478 0.8535 -1.2094
H 1.2582 -0.9558 -1.8620
H 1.8610 0.5573 -1.1184

=====

No. 5
15
Properties=species:S:1:pos:R:3 method="wB97M-V/def2-TZVPD" e_homo_ha=-0.330 gap_ev=9.63 charge=0
O 1.9318 -1.1335 -1.1417
C 3.1645 -2.5267 -2.5051
C -1.3780 1.9648 1.5294
C -2.9004 1.8344 1.7428
C 2.1212 -2.3514 -1.7077
H 3.4797 -3.4087 -3.0475
H 1.4302 -3.1620 -1.4777
H -1.1432 2.3890 0.5609
H -3.2331 2.3262 2.6613
H -0.9296 0.9964 1.6484
H 1.1735 -1.0354 -0.5485
H -3.4225 2.3752 0.9492
H -0.8850 2.6122 2.2599
H 3.7950 -1.6715 -2.7243
H -3.2041 0.7909 1.8006

=====

No. 6
15
Properties=species:S:1:pos:R:3 method="wB97M-V/def2-TZVPD" e_homo_ha=-0.327 gap_ev=9.82 charge=0
O 0.6379 0.8153 1.0959
C 0.4895 -0.4212 0.8008
C -0.9213 1.4530 -0.9076
C 1.6456 -1.1187 0.1417
C -0.8210 -0.9108 0.7025
H 2.3363 -1.5012 0.8958
H -0.2879 1.2559 0.3611
H 2.1834 -0.3839 -0.4666
H -0.9609 -1.9687 0.4902
H -0.0389 1.9958 -1.2653
H 1.3098 -1.9409 -0.4958
H -1.5776 -0.4833 1.3650
H -1.3366 0.9764 -1.8147
H -0.9639 0.0860 -0.3145
H -1.6944 2.1465 -0.5883

=====

No. 7
15
Properties=species:S:1:pos:R:3 method="wB97M-V/def2-TZVPD" e_homo_ha=-0.377 gap_ev=10.98 charge=0
O 3.4139 -3.4116 5.0519
C -1.4864 1.0296 -2.8759
C 2.5075 -4.1808 4.8242
C -0.5169 1.0911 -1.6321
C -0.7640 2.1849 -0.7966
H -0.0594 2.9941 -1.0212
H -2.3269 1.7430 -2.5789
H -1.8074 2.5094 -0.6809
H -1.7501 -0.0492 -3.0573
H -0.4287 2.1546 0.2730
H 1.9324 -4.8423 5.5707
H -0.8291 1.3934 -3.6925
H 0.4767 1.3425 -2.0508
H 1.9625 -4.0931 3.7554
H -0.3239 0.1342 -1.0890

=====

No. 8
15
Properties=species:S:1:pos:R:3 method="wB97M-V/def2-TZVPD" e_homo_ha=-0.370 gap_ev=10.84 charge=0
O 0.5695 -3.0954 -0.4199
C 0.6669 -1.6532 -2.4333
C 0.1214 2.2792 1.7774
C 0.0946 -2.1532 -1.1237
C -0.7056 0.9849 1.5744
H -0.0381 -2.0141 -3.1958
H 1.1267 2.2013 1.2345
H -0.4015 3.1535 1.3147
H -0.9869 -1.9811 -1.0001
H -0.1326 0.1199 1.9527
H 1.6154 -1.9656 -2.8012
H -1.6597 1.1286 2.1947
H 0.3372 2.6158 2.9182
H 0.5827 -0.4710 -2.5913
H -1.1899 0.8503 0.5987

=====

No. 9
15
Properties=species:S:1:pos:R:3 method="wB97M-V/def2-TZVPD" e_homo_ha=-0.311 gap_ev=9.35 charge=0
O -1.4424 0.1791 1.3696
C -0.8404 -1.1930 -1.6880
C 2.1674 0.6537 1.0564
C -0.6012 -0.5206 0.6354
C -0.6425 0.0170 -0.7709
H 2.3937 0.9150 2.0925
H 1.6880 1.5090 0.5687
H -1.4270 -0.2027 2.2610
H -0.0031 -1.8874 -1.5704
H -1.7555 -1.7308 -1.4195
H -1.4123 0.7881 -0.9163
H 1.4930 -0.2106 1.0420
H -0.9113 -0.8937 -2.7371
H 3.0885 0.4053 0.5244
H 0.3336 0.4711 -0.9894

=====

No. 10
15
Properties=species:S:1:pos:R:3 method="wB97M-V/def2-TZVPD" e_homo_ha=-0.323 gap_ev=9.62 charge=0
O 0.7683 1.1385 0.6410
C -2.6299 0.5485 -0.4983
C 0.5827 -1.2116 0.7402
C 1.1819 -0.0996 0.3231
C 2.2249 -0.1278 -0.6929
H -2.2487 -0.3567 -0.2227
H -2.8995 0.6676 -1.5486
H 1.8704 0.2708 -1.6586
H 2.5505 -1.1039 -0.9513
H -0.1207 -1.2169 1.4949
H 3.1631 0.3484 -0.4139
H -1.9146 1.3312 -0.3517
H 0.7309 -2.1279 0.2190
H 1.4314 1.7290 0.3283
H -3.5192 0.7495 0.2341

=====

No. 11
15
Properties=species:S:1:pos:R:3 method="wB97M-V/def2-TZVPD" e_homo_ha=-0.362 gap_ev=11.00 charge=0
O 0.9114 1.7028 -0.5035
C 0.7933 -2.2270 0.8143
C -0.2398 2.0274 -0.6782
C -1.4237 1.3630 -0.0331
C 1.3931 -1.1359 1.2788
H -1.8904 2.0687 0.6656
H 0.1243 -0.5968 -1.7780
H -1.1131 0.4615 0.5008
H -0.4805 2.8787 -1.3505
H -0.2474 -0.9453 -2.3204
H 0.7729 -2.4569 -0.2480
H -2.1788 1.1195 -0.7889
H 1.8691 -0.4141 0.6212
H 1.4116 -0.9133 2.3432
H 0.2978 -2.9324 1.4768

=====

No. 12
15
Properties=species:S:1:pos:R:3 method="wB97M-V/def2-TZVPD" e_homo_ha=-0.322 gap_ev=9.59 charge=0
O -0.1153 -0.7443 2.0155
C 0.7090 1.3819 1.4550
C -0.7677 -0.8835 -2.1330
C 0.3476 -0.1732 -2.9640
C -0.0596 0.5952 2.2167
H 0.3925 0.8993 -2.7119
H -1.1886 -1.6537 -2.7600
H -0.8342 -1.1920 2.4121
H 1.3906 -0.4545 -2.7975
H 0.5150 2.4271 1.2959
H -0.2159 -1.0579 -1.2164
H 0.1860 -0.1846 -4.0425
H 1.6022 0.8218 1.1720
H -1.5186 -0.1260 -1.9126
H -0.6937 0.9594 3.0222